[1]
Density functional theory data (ωB97M-V/def2-TZVPD) for Cl2O8Pb3 as an isolated structure.

```
! RIJCOSX wB97M-V def2-TZVPD def2/J DEFGRID3
* xyz 4 1
Pb -2.811 1.492 2.578
Pb 1.863 1.851 2.926
Pb -1.521 0.229 -2.149
Cl -0.385 1.041 0.500
O -0.342 1.306 -0.890
O 0.917 1.524 1.089
O -1.272 1.825 1.210
O -0.612 -0.436 0.695
Cl 0.829 -1.773 -1.207
O 1.063 -2.989 -1.870
O 0.292 -2.160 0.069
O 2.007 -1.034 -0.902
O -0.027 -0.876 -2.050
*
```

Properties
- gap between HOMO and LUMO (eV) = 3.691
- HOMO level (Ha) = -0.8107
- relative energy (zero: lowest compared OMol25 entry of this formula, charge and spin) (kJ/mol) = 542.01
- total energy (Ha) = -2098.23899
- LUMO energy (eV) = -18.37

Mulliken atomic charge list, values in e, 2 entries: 1.630, 1.541


[2]
Density functional theory data (ωB97M-V/def2-TZVPD) for Cl2O8Rb as an isolated structure.

```
! RIJCOSX wB97M-V def2-TZVPD def2/J DEFGRID3
* xyz -1 1
Rb 2.331 4.450 0.613
Cl -0.389 1.620 0.901
O 0.284 2.702 1.701
O -0.654 0.367 1.632
O -1.479 2.301 0.330
O 0.702 1.442 -0.076
Cl -0.197 -2.599 -0.981
O -0.053 -1.374 -1.818
O 1.167 -2.989 -1.021
O -0.703 -2.334 0.351
O -1.009 -3.587 -1.629
*
```

Properties
- gap between HOMO and LUMO (eV) = 4.563
- HOMO level (Ha) = -0.1535
- relative energy (zero: lowest compared OMol25 entry of this formula, charge and spin) (kJ/mol) = 301.06
- total energy (Ha) = -1545.89447
- LUMO energy (eV) = 0.39

Mulliken atomic charge list, values in e, 2 entries: 0.955, 1.561


[3]
Density functional theory data (ωB97M-V/def2-TZVPD) for Cl2O8Rb as an isolated structure.

```
! RIJCOSX wB97M-V def2-TZVPD def2/J DEFGRID3
* xyz -1 1
Rb 3.887 3.872 -0.586
Cl 1.599 0.701 -0.729
O 2.614 1.398 0.089
O 2.038 -0.654 -0.889
O 0.339 0.879 -0.106
O 1.561 1.317 -2.058
Cl -2.391 -1.508 0.859
O -1.560 -2.631 1.203
O -1.988 -0.328 1.588
O -2.326 -1.201 -0.558
O -3.774 -1.843 1.186
*
```

Properties
- gap between HOMO and LUMO (eV) = 4.766
- HOMO level (Ha) = -0.1684
- relative energy (zero: lowest compared OMol25 entry of this formula, charge and spin) (kJ/mol) = 212.16
- total energy (Ha) = -1545.92833
- LUMO energy (eV) = 0.18

Mulliken atomic charge list, values in e, 2 entries: 0.958, 1.678


[4]
Density functional theory data (ωB97M-V/def2-TZVPD) for an isolated molecule of Cl3H3N4.

```
! RIJCOSX wB97M-V def2-TZVPD def2/J DEFGRID3
* xyz 0 1
N -1.725 -0.573 0.456
N -0.496 -0.485 -0.260
N 0.346 0.380 0.205
Cl -0.137 2.292 -0.395
N 1.696 0.262 -0.034
Cl 2.118 -0.355 -1.755
Cl 2.456 -0.705 1.152
H -2.089 0.395 0.464
H -1.394 -0.868 1.448
H -0.774 -0.343 -1.282
*
```

Properties
- gap between HOMO and LUMO (eV) = 8.717
- HOMO level (Ha) = -0.3758
- relative energy (zero: lowest compared OMol25 entry of this formula, charge and spin) (kJ/mol) = 121.76
- total energy (Ha) = -1601.18191
- structure (SMILES) = NNN(Cl)N(Cl)Cl
- LUMO energy (eV) = -1.51

natural (NBO) atomic charge list, values in e, 2 entries: -0.627, -0.249


[5]
Density functional theory data (ωB97M-V/def2-TZVPD) for an isolated molecule of Cl3H3Si2.

```
! RIJCOSX wB97M-V def2-TZVPD def2/J DEFGRID3
* xyz 0 1
Si -0.345 -0.275 -0.007
Si -2.675 -0.036 -0.109
Cl -3.517 -0.474 -1.854
Cl -3.377 -1.207 1.327
Cl -3.686 2.011 0.624
H 0.092 -0.657 -1.318
H 0.377 0.787 0.736
H 0.274 -1.138 1.008
*
```

Properties
- gap between HOMO and LUMO (eV) = 10.369
- HOMO level (Ha) = -0.3999
- relative energy (zero: lowest compared OMol25 entry of this formula, charge and spin) (kJ/mol) = 93.11
- total energy (Ha) = -1961.44634
- structure (SMILES) = [SiH3][Si](Cl)(Cl)Cl
- LUMO energy (eV) = -0.51

natural (NBO) atomic charge list, values in e, 2 entries: 0.368, 1.036


[6]
Density functional theory data (ωB97M-V/def2-TZVPD) for a 2-piece molecular cluster, Cl3H4NSi2 overall.

```
! RIJCOSX wB97M-V def2-TZVPD def2/J DEFGRID3
* xyz 0 1
N 0.037 -0.771 1.060
Si -0.719 0.516 0.216
Si 1.687 0.769 3.643
Cl 2.487 2.364 2.765
Cl 0.011 1.161 4.707
Cl 2.847 -0.504 4.483
H -0.695 -1.292 1.519
H -0.032 1.740 0.132
H -1.131 0.073 -1.258
H -2.108 0.779 0.774
*
```

Properties
- gap between HOMO and LUMO (spin up / spin down) (eV) = 9.217 / 6.142
- HOMO level (spin up / spin down) (Ha) = -0.3717 / -0.2836
- relative energy (zero: lowest compared OMol25 entry of this formula, charge and spin) (kJ/mol) = 494.50
- total energy (Ha) = -2016.72001
- LUMO energy (spin up / spin down) (eV) = -0.90 / -1.58

natural (NBO) atomic charge list, values in e, 2 entries: -0.952, 1.018


[7]
Density functional theory data (ωB97M-V/def2-TZVPD) for a 2-piece molecular cluster, Cl3H4NSi2 overall.

```
! RIJCOSX wB97M-V def2-TZVPD def2/J DEFGRID3
* xyz 0 1
N 0.304 0.212 2.411
Si 0.670 -1.068 1.486
Cl -0.415 -2.652 1.717
Cl 2.183 -1.454 0.199
H 0.897 1.007 2.162
Si -0.651 0.688 -1.647
Cl -2.449 1.575 -1.398
H -0.685 -0.599 -1.126
H -0.144 0.922 -3.057
H 0.290 1.370 -0.747
*
```

Properties
- gap between HOMO and LUMO (eV) = 9.907
- HOMO level (Ha) = -0.3664
- relative energy (zero: lowest compared OMol25 entry of this formula, charge and spin) (kJ/mol) = 281.16
- total energy (Ha) = -2016.80127
- structure (SMILES) = N=[Si](Cl)Cl.[SiH3]Cl
- LUMO energy (eV) = -0.06

natural (NBO) atomic charge list, values in e, 2 entries: -1.310, 1.584


[8]
Density functional theory data (ωB97M-V/def2-TZVPD) for a 2-piece molecular cluster, Cl3HN2 overall.

```
! RIJCOSX wB97M-V def2-TZVPD def2/J DEFGRID3
* xyz 0 1
N 1.335 0.113 0.574
N -0.898 -0.731 -0.626
Cl 0.900 1.675 0.525
Cl -1.436 0.824 -0.675
Cl -1.675 -1.699 0.503
H 1.774 -0.181 -0.301
*
```

Properties
- gap between HOMO and LUMO (spin up / spin down) (eV) = 8.839 / 8.390
- HOMO level (spin up / spin down) (Ha) = -0.3596 / -0.3574
- relative energy (zero: lowest compared OMol25 entry of this formula, charge and spin) (kJ/mol) = 182.91
- total energy (Ha) = -1490.47216
- LUMO energy (spin up / spin down) (eV) = -0.94 / -1.33

natural (NBO) atomic charge list, values in e, 2 entries: -0.549, -0.421


[9]
Density functional theory data (ωB97M-V/def2-TZVPD) for Cl3NaO12 as an isolated structure.

```
! RIJCOSX wB97M-V def2-TZVPD def2/J DEFGRID3
* xyz -2 1
Na 4.619 0.168 4.013
Cl -0.788 -2.711 4.212
O 0.494 -2.297 4.019
O -1.622 -2.380 5.333
O -1.618 -2.341 3.066
O -0.863 -4.070 4.329
Cl 3.537 2.274 -0.524
O 3.635 1.009 -0.068
O 4.802 2.614 -1.053
O 2.499 2.579 -1.466
O 3.193 3.286 0.480
Cl -3.600 0.391 -4.448
O -4.012 -0.338 -5.630
O -4.439 -0.034 -3.279
O -2.151 0.020 -4.298
O -3.685 1.830 -4.687
*
```

Properties
- gap between HOMO and LUMO (eV) = 3.493
- HOMO level (Ha) = -0.1246
- relative energy (zero: lowest compared OMol25 entry of this formula, charge and spin) (kJ/mol) = 515.73
- total energy (Ha) = -2444.94525
- LUMO energy (eV) = 0.10

natural (NBO) atomic charge list, values in e, 2 entries: 0.997, 2.617


[10]
Density functional theory data (ωB97M-V/def2-TZVPD) for a 2-piece molecular cluster, Cl4H2Si2 overall.

```
! RIJCOSX wB97M-V def2-TZVPD def2/J DEFGRID3
* xyz 0 1
Si 0.004 -2.075 0.908
Si 0.844 1.084 -1.768
Cl 2.084 -0.453 -1.887
Cl 0.644 -0.341 1.730
Cl 0.451 1.556 -3.760
Cl -0.980 0.589 -1.098
H -0.892 -2.687 1.986
H 1.686 2.220 -1.087
*
```

Properties
- gap between HOMO and LUMO (eV) = 7.842
- HOMO level (Ha) = -0.3226
- relative energy (zero: lowest compared OMol25 entry of this formula, charge and spin) (kJ/mol) = 163.07
- total energy (Ha) = -2421.07178
- LUMO energy (eV) = -0.94

natural (NBO) atomic charge list, values in e, 2 entries: 0.737, 1.175